Entry 1:
Molecular formula: C8H9InNO4
Method: DFT, wB97M-V/def2-TZVPD

ORCA input file:
```
! wB97M-V def2-TZVPD RIJCOSX def2/J DEFGRID3
* xyz 1 1
In 3.970 -1.023 -0.937
O 2.760 0.563 1.170
C 1.919 -0.207 1.634
C 2.598 -1.702 1.957
O 3.152 -2.264 0.990
H 1.078 -0.360 0.933
H 1.514 0.200 2.574
H 1.810 -2.281 2.480
H 3.282 -1.540 2.817
C -2.815 2.026 -0.637
C -1.483 2.303 -0.894
C -0.556 1.285 -1.027
C -0.998 -0.030 -1.071
C -2.332 -0.316 -0.886
C -3.217 0.695 -0.548
N -0.055 -1.109 -1.349
O -0.461 -2.239 -1.338
O 1.113 -0.793 -1.596
H -3.540 2.828 -0.612
H -1.182 3.302 -1.182
H 0.484 1.538 -1.172
H -2.787 -1.297 -0.881
H -4.255 0.419 -0.424
*
```

## Properties
highest occupied orbital energy: -12.9663 eV

=====

Entry 2:
Molecular formula: C8H9N2O2S
Method: DFT, wB97M-V/def2-TZVPD

ORCA input file:
```
! wB97M-V def2-TZVPD RIJCOSX def2/J DEFGRID3
* xyz -1 1
C 0.855 0.442 -3.161
C 0.901 -0.387 -2.077
C -0.157 1.437 -1.603
C 0.918 -1.676 0.646
C 0.280 0.797 1.267
C -0.457 0.542 2.547
C -1.716 -0.854 0.519
C 0.103 -0.259 0.241
N 0.217 1.545 -2.835
N 0.236 0.276 -1.117
O 0.256 -2.705 0.471
O 2.029 -1.474 1.145
S -2.232 0.170 1.923
H 1.211 0.289 -4.156
H 1.406 -1.387 -2.031
H -0.614 1.958 -0.783
H 0.009 1.741 0.971
H 1.367 0.825 1.382
H -0.104 -0.191 3.263
H -0.593 1.545 3.051
H -2.310 -0.713 -0.391
H -1.606 -1.918 0.729
*
```

## Properties
highest occupied orbital energy: -4.8030 eV

=====

Entry 3:
Molecular formula: C8H9N2O2S
Method: DFT, wB97M-V/def2-TZVPD

ORCA input file:
```
! wB97M-V def2-TZVPD RIJCOSX def2/J DEFGRID3
* xyz 1 1
C 2.452 0.977 0.505
C 2.169 0.905 -0.842
C 1.412 0.971 1.484
C 0.866 1.094 -1.248
C 0.130 1.190 1.063
C -0.153 1.277 -0.296
C -0.529 -2.232 -0.345
C 0.148 -2.672 0.832
N 0.644 -1.632 0.159
N -1.541 -2.060 -1.046
O -2.202 0.323 -1.731
O -2.689 0.863 0.521
S -1.879 1.527 -0.846
H 3.518 1.182 0.800
H 2.871 0.935 -1.613
H 1.636 0.922 2.584
H 0.686 1.000 -2.301
H -0.677 1.136 1.814
H 0.240 -3.285 1.675
H -2.866 1.327 1.332
H -2.377 -2.670 -1.038
H -1.860 -1.075 -1.463
*
```

## Properties
highest occupied orbital energy: -13.0147 eV

=====

Entry 4:
Molecular formula: C8H9N3
Method: DFT, wB97M-V/def2-TZVPD

ORCA input file:
```
! wB97M-V def2-TZVPD RIJCOSX def2/J DEFGRID3
* xyz 0 3
C -2.901 -0.226 0.279
C -2.462 0.864 -0.514
C -2.032 -1.095 0.863
C -1.147 0.975 -0.888
C -0.613 -0.962 0.640
C 0.220 -1.288 -0.702
C -0.249 0.041 -0.379
C 3.212 1.256 0.374
N 1.568 -1.683 -0.553
N 2.397 -0.843 -0.185
N 2.186 0.263 0.365
H -3.961 -0.328 0.461
H -3.192 1.568 -0.883
H -2.385 -1.842 1.561
H -0.813 1.749 -1.563
H 0.028 -1.178 1.486
H -0.264 -1.848 -1.492
H 4.177 0.843 0.064
H 2.940 2.062 -0.313
H 3.291 1.671 1.379
*
```

## Properties
highest occupied orbital energy (alpha / beta): -6.4652 / -8.4531 eV

=====

Entry 5:
Molecular formula: C8H9N4ReSSbSe4
Method: DFT, wB97M-V/def2-TZVPD

ORCA input file:
```
! wB97M-V def2-TZVPD RIJCOSX def2/J DEFGRID3
* xyz 3 1
Re 0.267 1.376 -0.229
C 0.799 -2.696 1.474
C 0.483 -1.489 0.686
N 0.585 -0.277 1.164
N 0.898 -0.082 2.420
C 0.898 1.106 2.916
N 1.079 1.387 4.184
S 0.563 2.494 1.815
C -0.068 -1.579 -0.659
C -0.307 -2.794 -1.301
C -0.981 -2.802 -2.513
C -1.382 -1.592 -3.067
C -1.057 -0.415 -2.410
N -0.417 -0.407 -1.241
H 1.223 -2.440 2.442
H 1.493 -3.340 0.933
H -0.103 -3.288 1.640
H 1.226 0.650 4.863
H 1.063 2.335 4.537
H 0.024 -3.712 -0.843
H -1.194 -3.736 -3.014
H -1.929 -1.549 -3.998
H -1.304 0.547 -2.848
Se -1.705 6.406 0.669
Sb -0.925 5.688 -1.508
Se -1.290 2.868 -0.963
Se 2.129 1.826 -1.403
Se -0.070 5.515 -3.746
*
```

## Properties
highest occupied orbital energy (alpha / beta): -17.9655 / -17.9656 eV

=====

Entry 6:
Molecular formula: C8H9NO2
Method: DFT, wB97M-V/def2-TZVPD

ORCA input file:
```
! wB97M-V def2-TZVPD RIJCOSX def2/J DEFGRID3
* xyz 0 1
C -0.793 0.452 -0.402
C 0.536 0.887 -0.423
C 1.439 -1.282 0.065
C 1.141 2.114 -1.032
C -2.360 -1.494 0.542
C -1.104 -1.569 1.383
C 2.818 0.687 -0.410
C -1.187 -0.679 0.218
N 1.541 0.065 -0.031
O 1.944 -2.070 0.808
O 2.524 2.014 -0.716
H -1.502 1.007 -1.005
H 0.991 2.149 -2.124
H 0.768 3.046 -0.598
H -2.592 -2.338 -0.093
H -3.240 -1.020 0.956
H -1.118 -1.101 2.361
H -0.514 -2.475 1.359
H 3.529 0.652 0.423
H 3.244 0.152 -1.278
*
```

## Properties
highest occupied orbital energy (alpha / beta): -7.5592 / -6.8113 eV